26
Properties=species:S:1:pos:R:3:forces:R:3 method="wB97M-V/def2-TZVPD" smiles=CCc1ccccc1.CC fmax_ha_per_bohr=0.1057 e_homo_ev=-8.86 de_lowest_kj_mol=246.3 spin_multiplicity=1 molar_mass_g_mol=136.238 orbital_gap_ev=9.8
C -1.907471 -1.841589 -1.202638 0.342 1.723 -3.181
C -0.681256 -1.341423 -3.095346 2.752 2.897 -0.329
C -1.145053 -0.977083 -0.486579 0.937 -0.541 0.381
C -1.517679 -0.581731 0.850485 1.079 2.628 2.475
C -2.125117 0.858764 0.955443 -4.075 -1.573 3.232
C -1.825437 -1.839823 -2.618810 -0.059 -1.773 2.933
C 0.337398 -0.622720 -2.376544 -2.001 -1.355 2.802
C 0.057289 -0.521011 -0.982433 1.067 0.427 -2.861
C 3.137693 1.742858 1.146744 -0.915 0.424 0.203
C 2.383657 1.078071 2.333510 1.580 1.083 0.275
H 3.149236 2.848991 1.236990 0.196 -0.653 0.037
H -0.645093 -0.590459 1.563447 -0.770 -0.299 -0.635
H -2.618478 -2.420366 -0.783301 -2.582 -1.389 1.685
H -2.306940 -1.127066 1.223090 -1.305 -2.008 1.010
H -1.917331 1.443129 1.870820 0.186 -1.029 0.308
H 0.800202 -0.128572 -0.314304 0.053 0.588 0.276
H -0.524262 -1.266213 -4.099069 0.212 -0.360 -2.967
H 1.276045 -0.206376 -2.740854 -0.455 -0.397 -0.441
H -2.545313 -2.436806 -3.161694 0.173 0.208 -0.384
H 2.826888 0.125421 2.412906 0.409 -1.403 0.364
H 2.751769 1.645983 3.196127 -0.464 -0.310 0.247
H 1.324966 0.899030 2.436797 -0.482 0.668 -0.689
H 2.675524 1.545408 0.189172 -0.011 -0.252 -0.347
H -1.745985 1.508523 0.305945 1.104 2.412 -3.575
H 4.159007 1.331017 1.149037 -0.340 0.436 -0.110
H -3.374257 0.874041 0.991061 3.370 -0.152 -0.708

***

26
Properties=species:S:1:pos:R:3:forces:R:3 method="wB97M-V/def2-TZVPD" smiles=Cc1ccccc1.CCC fmax_ha_per_bohr=0.1436 e_homo_ev=-9.00 de_lowest_kj_mol=307.3 spin_multiplicity=1 molar_mass_g_mol=136.238 orbital_gap_ev=10.0
C 2.363188 0.780134 0.512809 1.002 -2.607 0.864
C 0.424942 -1.010030 1.194008 -0.691 -3.967 -0.326
C -0.739786 0.690285 2.559268 -1.939 0.658 -2.824
C -1.384444 -1.336661 -1.866117 1.444 0.356 -0.081
C 2.512795 -0.600527 0.093360 0.148 3.390 0.354
C 1.533202 -1.465888 0.428041 -0.867 -3.523 -0.765
C 0.390902 0.245397 1.738175 1.398 -0.988 1.290
C 1.503808 1.080665 1.522068 -2.104 2.331 -0.374
C -0.829290 1.082982 -1.294961 2.569 -3.913 -5.713
C -1.693702 0.122593 -2.243521 -2.326 1.905 0.750
H 1.407079 2.129747 1.957372 0.503 -1.457 -0.586
H -0.460670 0.549209 -0.485450 0.431 -1.098 1.345
H -0.513633 -1.403350 -1.155409 -0.278 0.448 -1.214
H -1.553037 0.683078 1.764200 0.217 0.115 1.248
H -0.357416 -1.927696 1.368337 1.490 2.949 -0.150
H -2.122167 -1.642602 -1.133268 -0.764 -1.014 -0.789
H -1.104755 0.193565 3.401266 -0.108 -1.578 1.148
H -1.079883 -1.931222 -2.782318 -1.122 0.085 1.371
H -1.776223 0.343657 -3.357756 1.399 -0.241 1.248
H 0.073926 1.291670 -1.948435 -0.781 0.437 1.097
H -1.293406 1.878273 -0.968959 -2.396 4.426 1.266
H -0.673782 1.696133 2.855616 0.413 1.496 0.267
H 1.543588 -2.640173 0.027631 0.046 3.343 1.285
H 3.475096 -0.687612 -0.364074 0.040 -1.195 -0.774
H -2.806723 0.463628 -2.065020 1.635 -1.290 0.332
H 3.160379 1.414740 0.243133 0.641 0.930 -0.267

***

26
Properties=species:S:1:pos:R:3:forces:R:3 method="wB97M-V/def2-TZVPD" smiles=Cc1ccccc1.CCC fmax_ha_per_bohr=0.0169 e_homo_ev=-9.04 de_lowest_kj_mol=28.9 spin_multiplicity=1 molar_mass_g_mol=136.238 orbital_gap_ev=10.0
C 0.799749 1.312396 -3.082817 -0.388 0.274 0.585
C 0.784182 -1.551722 1.660800 0.180 0.099 0.001
C -2.666926 1.103695 -1.539404 0.213 -0.331 -0.644
C -0.033537 1.265296 -0.698531 0.021 -0.039 -0.033
C -1.640660 1.134574 -2.478769 0.299 0.534 0.123
C 2.211477 -2.078557 1.578197 0.430 -0.184 0.363
C 0.291605 -1.382437 3.093415 0.469 -0.037 0.234
C -0.320459 1.258568 -2.065356 0.572 -0.610 0.230
C -2.377027 1.206277 -0.191261 -0.184 -0.273 0.079
C -1.057035 1.261714 0.234541 -0.220 0.309 -0.165
H 0.527155 0.744690 -3.968533 0.203 0.066 -0.125
H 0.941458 2.360137 -3.319911 0.090 0.231 -0.487
H 0.596396 -2.220379 3.725937 -0.062 -0.090 -0.096
H 2.428549 -2.845734 2.326824 -0.235 -0.131 -0.065
H 0.802966 -0.564963 1.197228 -0.355 -0.131 -0.225
H -0.846344 1.332621 1.290734 0.108 -0.122 0.113
H -1.813005 1.146317 -3.552219 -0.316 -0.246 0.163
H 0.749041 -0.493384 3.537416 -0.162 -0.004 0.054
H 2.933335 -1.290274 1.786671 0.018 0.202 0.015
H 0.998865 1.229344 -0.353747 -0.122 0.199 -0.155
H 1.753867 0.981820 -2.673886 -0.104 -0.271 -0.007
H 0.093142 -2.183424 1.099067 0.082 0.015 -0.036
H -3.665299 0.901055 -1.899914 -0.215 0.294 0.182
H -3.186840 1.172034 0.523796 0.010 0.043 0.107
H 2.483778 -2.492231 0.610005 -0.174 0.018 -0.169
H -0.788432 -1.307435 3.159717 -0.157 0.184 -0.042

***

26
Properties=species:S:1:pos:R:3:forces:R:3 method="wB97M-V/def2-TZVPD" smiles=CCc1ccccc1.CC fmax_ha_per_bohr=0.0432 e_homo_ev=-9.03 de_lowest_kj_mol=67.4 spin_multiplicity=1 molar_mass_g_mol=136.238 orbital_gap_ev=10.0
C 2.033937 2.195300 0.855054 -0.562 1.893 1.013
C 2.327270 1.139928 1.888005 0.112 -1.207 0.462
C -0.063709 -1.181256 -1.462073 -0.478 0.647 0.387
C -0.874015 -0.440919 -0.586350 0.340 -0.189 -0.514
C -1.709528 0.675016 -1.117596 -0.242 1.447 -0.354
C -0.829832 -0.732640 0.762256 0.725 0.453 0.244
C -3.054532 0.312450 -1.785655 0.156 0.118 0.262
C -0.010756 -1.752290 1.249561 -1.315 -0.163 -0.319
C 0.680567 -2.560060 0.365410 0.263 0.430 0.478
C 0.748069 -2.180184 -0.970947 -0.111 -0.690 -0.146
H 2.676560 0.204202 1.445751 -0.089 0.012 -0.113
H 1.182389 -3.448838 0.729164 0.244 0.163 -0.098
H 0.982352 2.260440 0.588413 -0.125 -0.752 -0.514
H -3.154345 -0.758073 -1.934965 -0.009 -0.107 -0.074
H -3.142725 0.819588 -2.738577 0.044 -0.098 -0.322
H -1.830513 1.434602 -0.342465 -0.472 -0.322 0.427
H 1.457108 0.864087 2.485276 -0.290 0.105 -0.255
H -0.131920 -0.889400 -2.503760 0.421 -0.267 -0.091
H -3.905538 0.661840 -1.215694 -0.178 -0.111 0.365
H 1.416588 -2.735336 -1.607182 -0.040 -0.096 -0.357
H 3.056782 1.378702 2.661795 0.317 0.482 -0.329
H 2.664387 2.241446 -0.019363 0.153 -0.366 -0.222
H 2.104545 3.192220 1.326354 0.457 -0.191 -0.060
H -0.116642 -1.955028 2.299938 0.436 -0.283 0.296
H -1.319254 -0.066370 1.465720 -0.242 -0.186 -0.036
H -1.187236 1.320572 -1.838067 0.487 -0.721 -0.130

***

26
Properties=species:S:1:pos:R:3:forces:R:3 method="wB97M-V/def2-TZVPD" smiles=Cc1ccccc1.CCC fmax_ha_per_bohr=0.0519 e_homo_ev=-9.01 de_lowest_kj_mol=76.9 spin_multiplicity=1 molar_mass_g_mol=136.238 orbital_gap_ev=10.0
C 0.627590 -0.301726 -2.410149 -2.439 -0.893 -0.610
C -1.745798 -0.056016 -2.649530 -0.309 0.455 0.178
C -0.682437 -0.105127 3.431724 1.077 -0.601 0.895
C 0.638875 0.799094 -1.574025 0.860 0.951 -0.551
C -0.608060 -0.785243 -2.948074 1.058 0.968 0.549
C 0.603785 -1.925401 2.119483 -0.460 1.309 0.459
C 1.932637 1.358726 -1.112860 1.218 -0.304 1.510
C -0.497362 1.567185 -1.318470 -0.480 -0.571 -0.035
C -1.664752 1.132767 -1.906699 -0.922 -0.170 0.131
C -0.012003 -0.489555 2.113171 -0.835 0.334 -1.567
H 0.643559 0.253570 1.619925 0.427 -0.211 1.036
H 0.549682 -2.438262 1.156306 0.202 0.267 0.044
H -0.486805 2.430422 -0.626135 0.166 -0.513 -0.726
H 1.642940 -1.776044 2.451807 -0.296 -0.677 -0.062
H 1.478641 -0.888836 -2.679395 0.809 0.153 0.143
H -0.825276 -0.371158 1.381249 -0.119 -0.778 -0.047
H -2.594189 1.694494 -1.797439 0.252 -0.098 0.199
H 1.816467 2.364470 -0.706397 -0.160 -0.129 0.239
H -0.596110 -1.629015 -3.638957 -0.183 0.093 0.403
H 2.362463 0.701025 -0.307821 -0.144 0.668 -0.643
H -2.759999 -0.337008 -2.920720 0.324 -0.228 -0.444
H 2.692627 1.488665 -1.879344 -0.050 -0.403 -0.291
H 0.010613 -0.257900 4.299532 -0.485 0.137 -0.591
H -1.500504 -0.832212 3.557035 0.056 0.483 0.198
H -1.050014 0.924119 3.505003 -0.025 -0.257 -0.293
H 0.023431 -2.521035 2.840781 0.456 0.014 -0.124